No. 1
Molecular formula: C40H71FN4O3S
Method: DFT, wB97M-V/def2-TZVPD

The calculation puts the total energy at -68277.5862 eV. The spin multiplicity is 3. The calculation puts the HOMO energy (spin up / spin down) at -8.78 / -8.78 eV. For the LUMO energy (spin up / spin down), the calculation gives 0.245 / -0.138 eV.

```
120
C40H71FN4O3S, DFT wB97M-V/def2-TZVPD
S -5.43 3.19 -1.11
F -2.27 3.75 1.46
O 3.95 -3.43 -1.71
O -1.03 4.74 -1.47
O 3.16 0.01 2.68
N -2.23 1.59 -4.52
N 3.89 -1.02 2.20
N 3.74 -3.26 -3.05
N -3.28 4.66 -0.75
C 3.09 -1.48 -4.69
C 1.11 3.78 0.65
C 0.82 -3.29 -3.53
C 3.31 -4.63 -5.09
C -4.84 4.79 1.08
C -3.01 2.74 0.66
C -3.48 0.54 -1.76
C 4.10 -3.51 2.43
C -2.01 2.49 -0.55
C 3.69 -2.18 3.12
C 5.30 -0.53 2.02
C 3.60 -0.81 -2.42
C -8.42 3.48 0.95
C -3.39 1.71 1.79
C -3.80 -0.05 -3.13
C -5.58 0.61 2.94
C 5.38 0.88 1.38
C 2.99 -1.97 -3.23
C 6.07 -0.46 3.35
C 4.48 -2.05 4.44
C 2.19 -2.41 3.46
C 3.09 -4.50 -3.56
C 1.58 -4.57 -3.21
C -2.50 1.71 -1.88
C -4.17 3.75 0.09
C -1.97 2.10 -3.23
C -0.29 0.40 -0.76
C -1.96 4.06 -1.00
C 3.73 -5.80 -3.00
C -6.06 4.23 1.97
C 1.50 -2.10 -2.86
C 0.34 2.36 0.85
C -0.51 1.98 -0.43
C -4.71 0.84 1.59
C -3.16 0.54 -4.36
C -5.81 -0.96 3.13
C -2.24 0.72 2.29
C -7.51 4.73 1.43
C 6.04 -1.43 0.99
C 5.95 -1.71 4.21
H 3.48 -0.94 -1.34
H -5.91 4.63 3.04
H -1.19 -0.25 -0.52
H -3.04 5.52 -0.25
H 4.15 -5.29 -5.32
H 6.47 -2.55 3.73
H 1.28 4.00 -0.46
H -9.36 3.49 1.59
H -6.71 -1.20 3.79
H 2.09 3.81 1.25
H -5.43 1.18 0.79
H 1.78 -1.61 4.08
H 4.67 -0.69 -2.64
H 2.06 -3.33 4.03
H -4.51 -0.93 -3.22
H -0.09 0.28 -1.89
H 0.76 -3.15 -4.61
H -1.19 2.94 -3.24
H 6.42 1.13 1.15
H -5.15 1.14 3.85
H -1.74 0.10 1.49
H -1.50 1.24 3.00
H 3.68 -3.58 1.43
H -0.21 -3.38 -3.17
H 3.56 -3.70 -5.59
H -6.11 3.10 2.04
H 4.81 0.92 0.45
H 3.55 -5.94 -1.93
H -2.78 -0.05 2.97
H 7.09 -1.58 1.28
H -6.62 1.06 2.74
H 4.81 -5.81 -3.16
H -4.14 5.35 1.78
H 6.04 -0.99 -0.01
H 0.96 -1.18 -3.14
H 1.39 -2.19 -1.78
H -8.00 5.33 2.27
H 6.44 -1.55 5.17
H 5.71 0.39 3.95
H -4.83 -1.41 3.50
H 3.31 -6.68 -3.50
H 1.46 -4.78 -2.14
H 2.47 -2.04 -5.39
H -3.49 0.06 -5.35
H 0.05 2.47 -1.31
H 4.13 -1.51 -5.05
H 5.18 -3.64 2.37
H 0.61 -0.04 -0.23
H 4.03 -1.27 5.07
H 1.59 -2.49 2.55
H -4.36 -0.22 1.28
H 0.47 4.65 1.06
H -0.21 2.45 1.84
H 2.76 -0.44 -4.78
H -6.04 -1.44 2.11
H -8.62 3.60 -0.16
H -7.43 5.44 0.55
H -7.92 2.47 1.10
H 7.13 -0.26 3.16
H 2.43 -5.05 -5.59
H 5.01 1.67 2.04
H 1.20 1.60 1.01
H 4.41 -2.98 5.01
H 3.12 0.14 -2.66
H -5.05 3.81 -2.32
H -3.93 0.10 -0.84
H 1.11 -5.40 -3.73
H -3.61 2.37 2.71
H 3.74 -4.37 3.00
H -5.30 5.61 0.40
H 5.60 -2.41 0.85
```

***

No. 2
Molecular formula: C40H72F7N6O5PS
Method: DFT, wB97M-V/def2-TZVPD

As for the SMILES: C=Cc1cc(O)c(S(=O)(=O)C(F)(F)C(F)(F)C(F)(F)F)c2c1C(=O)C([PH2]=N)=C(CN)C2=O.CCN(CC)CC.CCN(CC)CC.CCN(CC)CC.CCN(CC)CC. The calculation puts the total energy at -100963.8987 eV. The calculation puts the HOMO energy at -7.95 eV. For the LUMO energy, the calculation gives -1.571 eV.

```
132
C40H72F7N6O5PS, DFT wB97M-V/def2-TZVPD
S -2.72 -0.84 -0.70
P 3.97 -2.27 2.06
F -4.83 -1.51 0.74
F -5.09 -1.65 -1.43
F -2.71 -5.20 0.71
F -3.11 -3.92 -1.41
F -5.18 -4.08 -0.69
F -2.89 -3.21 1.81
F -4.59 -4.57 1.62
O -1.79 -1.34 -1.70
O -3.44 1.52 1.34
O 1.52 -1.73 4.17
O -3.27 0.42 -1.21
O -0.70 -3.19 0.02
N 4.69 1.82 -0.36
N 2.06 -2.18 -1.79
N 1.15 6.81 6.30
N 4.26 -3.66 2.79
N -9.30 -0.10 -4.37
N 3.32 -7.11 -2.74
C 0.60 9.04 7.42
C -0.68 -1.11 1.33
C 2.21 -3.06 -0.58
C -1.87 -0.38 0.86
C 3.26 8.14 5.71
C 1.43 -8.54 -3.69
C -7.68 -0.10 -2.39
C 3.83 -6.94 -5.24
C 4.11 2.59 0.71
C 0.26 0.97 4.66
C -0.44 0.47 3.38
C 4.00 3.36 -2.29
C 1.26 -1.53 3.01
C -1.64 1.17 2.91
C 0.44 7.06 5.05
C 3.67 -6.27 -3.87
C -3.94 -3.49 -0.43
C 1.48 -2.48 0.66
C -2.33 0.76 1.68
C -0.08 -2.33 0.59
C 0.00 -0.69 2.57
C -8.92 -0.67 -3.09
C -9.69 1.30 -4.28
C 2.62 2.32 0.88
C -3.47 -4.11 0.97
C 6.15 1.84 -0.37
C 4.25 -8.20 -2.45
C 4.06 1.96 -1.67
C 1.92 -7.51 -2.67
C 2.60 6.85 6.21
C 5.69 -7.75 -2.24
C 2.12 -2.13 1.82
C -4.20 -1.93 -0.41
C -10.36 1.84 -5.54
C 0.57 7.51 7.44
C 6.84 3.18 -0.64
C -7.09 0.28 -5.61
C 0.85 6.13 3.91
C -8.44 -0.44 -5.49
C 1.19 1.98 4.56
H 1.88 6.30 3.60
H 4.29 7.94 5.41
H 1.05 7.16 8.35
H 1.59 9.43 7.65
H 4.60 2.31 1.65
H 1.93 2.01 3.70
H -8.99 -0.27 -6.42
H 3.26 3.38 -3.09
H 4.55 1.29 -2.38
H 4.22 -8.98 -3.22
H 4.38 -6.28 -5.92
H -8.80 -1.75 -3.20
H 6.30 -8.60 -1.94
H -10.42 1.41 -3.47
H 0.21 6.31 3.04
H 4.49 -1.17 2.82
H 6.49 1.48 0.60
H -6.35 -0.13 -4.93
H 4.27 3.67 0.60
H -10.70 2.86 -5.37
H 3.28 -3.31 -0.36
H 1.29 -6.62 -2.74
H 2.87 -7.14 -5.71
H 3.72 4.13 -1.56
H 2.43 1.25 1.02
H 1.73 -7.91 -1.67
H 1.43 -2.71 -2.39
H 2.93 6.03 5.57
H 3.93 -8.68 -1.52
H 2.25 2.85 1.76
H 0.74 5.08 4.20
H -9.77 -0.55 -2.40
H -0.07 9.43 8.20
H 1.28 2.79 5.32
H 4.39 -7.88 -5.19
H 1.71 -4.05 -0.81
H 6.51 1.11 -1.10
H -1.98 2.05 3.51
H 0.54 8.10 4.71
H -7.67 0.99 -2.37
H -0.47 7.19 7.52
H -8.25 -1.52 -5.48
H 2.75 8.56 4.84
H 0.26 9.46 6.47
H -6.70 0.16 -6.62
H 2.10 -9.40 -3.77
H 4.96 3.65 -2.73
H 3.03 6.61 7.19
H 4.61 -5.75 -3.64
H -7.18 1.36 -5.42
H 1.29 -8.10 -4.68
H 3.30 8.91 6.48
H 5.75 -7.00 -1.45
H 2.05 2.67 0.02
H 6.79 3.46 -1.70
H -8.85 1.95 -4.02
H -7.65 -0.45 -1.36
H 4.59 -2.17 0.77
H -3.16 2.43 1.14
H 1.61 -1.30 -1.51
H 2.94 -5.46 -3.96
H 3.04 1.58 -1.60
H -0.63 6.89 5.23
H 0.45 -8.93 -3.38
H 6.12 -7.35 -3.16
H -6.76 -0.45 -2.86
H -11.22 1.24 -5.82
H -9.66 1.87 -6.39
H 6.42 4.00 -0.05
H 7.90 3.10 -0.39
H 0.05 0.58 5.68
H 4.84 -4.18 2.13
```

***

No. 3
Molecular formula: C40H72O28S4
Method: DFT, wB97M-V/def2-TZVPD

The calculation puts the total energy at -143310.2520 eV. The calculation puts the HOMO energy at -8.38 eV. For the LUMO energy, the calculation gives -0.378 eV.

```
144
C40H72O28S4, DFT wB97M-V/def2-TZVPD
S 2.48 -2.45 -3.25
S -2.57 2.98 1.66
S 2.88 5.37 2.11
S 1.13 5.68 -3.39
O -5.60 5.82 -1.65
O 1.94 6.76 -2.73
O -1.66 -2.79 -4.21
O -1.03 -4.04 4.60
O 0.54 1.53 -1.06
O 1.85 -2.25 3.46
O -0.05 4.51 7.62
O -0.75 2.24 -4.84
O -1.13 0.15 -0.68
O -1.41 -2.79 2.76
O -3.12 3.52 2.95
O -4.17 7.01 -2.91
O -1.51 2.01 -1.95
O 3.80 -5.75 -2.77
O -0.52 -4.48 -3.80
O -0.76 -3.99 -5.92
O 1.61 -1.25 -2.85
O 1.56 1.98 -4.55
O 0.20 0.68 -5.89
O 0.17 5.10 5.42
O -0.93 -1.69 4.75
O -4.44 4.76 -3.21
O 3.19 -5.11 -0.69
O 2.61 -3.15 5.39
O 0.27 2.96 6.00
O 3.38 -3.91 3.49
O 1.94 4.21 1.99
O 4.59 -6.64 -0.95
C -4.76 5.93 -2.63
C 2.57 -3.05 4.03
C -7.42 4.46 -1.77
C -0.67 -4.92 3.58
C -5.02 3.73 -2.45
C -1.18 -2.71 4.08
C 0.29 -1.66 0.22
C 1.81 -5.63 1.17
C 0.13 4.16 6.45
C 4.10 -1.59 -3.39
C 3.27 5.97 0.33
C -0.98 -3.98 -2.54
C 2.85 -5.10 6.59
C -3.16 1.76 -5.04
C 4.10 -4.73 4.41
C -1.75 1.21 -4.72
C -2.34 4.37 0.48
C 1.20 4.29 -2.12
C -0.17 -0.19 0.39
C 0.45 1.70 -5.02
C 3.91 -5.80 -1.58
C 3.31 -5.63 0.64
C -0.05 1.91 3.93
C -0.71 1.23 -1.40
C -2.53 -2.23 -2.11
C -0.86 -6.47 3.78
C 3.58 -4.07 5.68
C 4.48 4.71 2.64
C -3.95 2.04 0.82
C -1.08 0.24 -5.74
C 2.33 -2.75 -5.07
C 4.04 -6.93 0.30
C 1.03 0.82 0.03
C -1.39 -4.18 2.41
C 0.01 4.44 4.26
C -5.97 4.49 -1.50
C -1.27 -2.58 -2.92
C -0.54 6.26 -2.98
C 0.65 3.09 4.68
C -0.97 -3.80 -4.75
H 4.74 -2.39 -3.77
H -5.45 3.07 -3.21
H -1.12 5.35 -2.83
H 3.32 -7.75 0.22
H -7.70 3.43 -1.56
H -8.01 5.01 -1.04
H 3.89 -0.91 -4.21
H 1.79 -5.96 2.21
H 4.52 -3.55 5.89
H -0.98 6.89 -3.76
H 0.79 -1.84 -0.73
H 4.44 -1.23 -2.41
H 3.89 -5.79 4.49
H 0.99 -1.96 1.00
H 3.30 -3.05 -5.46
H -3.70 1.82 -0.22
H 3.37 -5.78 7.26
H -4.89 2.58 0.91
H 2.11 -1.83 -5.61
H -0.57 -2.31 0.35
H 0.54 3.52 -2.53
H -2.88 -1.25 -2.44
H 1.71 -4.54 1.24
H -1.81 3.83 -0.31
H 0.67 4.95 3.56
H -0.63 0.08 1.34
H 4.54 4.48 3.70
H 0.79 4.46 -1.13
H 4.70 -7.26 1.10
H -1.76 -4.62 -2.13
H -0.93 -4.39 1.45
H -0.50 -1.82 -3.05
H 1.96 0.27 -0.12
H -1.65 5.03 1.00
H 0.28 0.93 4.29
H 4.03 -5.07 1.23
H -3.35 -2.92 -2.29
H 1.64 -3.58 -5.20
H -2.33 -2.06 -1.05
H -0.63 -6.97 2.84
H -4.21 1.11 1.33
H -1.11 1.97 4.18
H 2.09 -4.60 7.20
H -0.14 -3.94 -1.85
H 3.81 6.91 0.27
H 2.19 3.98 -1.80
H -4.26 3.06 -2.03
H -0.04 -6.94 4.34
H 2.33 5.98 -0.22
H -2.43 -4.52 2.40
H -3.01 2.24 -6.01
H -1.57 0.47 -6.68
H 4.75 3.73 2.25
H 2.12 -5.71 6.07
H 1.72 3.12 4.46
H 0.23 1.90 2.88
H 5.28 5.44 2.50
H -3.29 4.83 0.24
H -3.94 1.01 -5.10
H -7.77 4.65 -2.79
H 3.90 5.22 -0.16
H -1.06 -0.76 -5.32
H -0.57 6.87 -2.08
H -3.35 2.51 -4.27
H -1.86 -6.73 4.11
H 1.20 1.55 0.83
H 0.37 -4.65 3.44
H -5.76 4.36 -0.44
H -1.76 0.66 -3.78
H 1.04 -6.11 0.57
H -1.00 4.35 3.87
H 5.18 -4.62 4.46
```

***

Number 2 is which compound?
C40H72F7N6O5PS